Formula: C21H29ClN2O2
Source: the Open Molecules 2025 dataset
Level of theory: ωB97M-V/def2-TZVPD

Geometry as XYZ:
```
55
Properties=species:S:1:pos:R:3
O -1.16815 -3.77486 0.91224
C -1.28951 -2.58325 0.71961
N -0.44224 -1.65784 1.21100
C 0.75741 -2.01121 1.93823
C 1.75993 -2.78612 1.06298
C 2.05986 -2.05389 -0.20986
C 1.39109 -2.38963 -1.38229
C 1.62163 -1.70885 -2.56497
C 2.54606 -0.67911 -2.59937
C 3.23246 -0.33122 -1.44969
C 2.97626 -1.00721 -0.26750
Cl 3.83826 -0.52917 1.16258
C -2.44929 -1.99979 -0.08697
C -3.46775 -1.35238 0.86250
C -4.23517 -0.25378 0.13325
C -3.27133 0.84958 -0.24909
O -3.49443 2.02934 -0.06996
N -2.10077 0.38743 -0.76252
C -1.13171 1.34443 -1.26285
C 0.06732 1.56192 -0.32952
C -0.39039 2.03932 1.05003
C 0.80355 2.30610 1.96057
C 1.71430 3.35934 1.33998
C 2.19140 2.88913 -0.02962
C 1.00512 2.60242 -0.94564
C -1.98412 -0.99796 -1.16576
H -0.57208 -0.69376 0.95084
H 0.48054 -2.64591 2.78516
H 1.20760 -1.09113 2.31161
H 2.67202 -2.93836 1.64096
H 1.32207 -3.75620 0.82854
H 0.68495 -3.20709 -1.35697
H 1.08716 -1.98872 -3.46052
H 2.74092 -0.14967 -3.51938
H 3.96398 0.46141 -1.46798
H -2.92088 -2.84708 -0.59288
H -4.15164 -2.11112 1.24341
H -2.95551 -0.91094 1.72104
H -5.01345 0.17395 0.76500
H -4.70477 -0.65387 -0.76845
H -1.66258 2.29444 -1.37526
H -0.78062 1.01714 -2.24643
H 0.62429 0.62141 -0.23003
H -0.97135 2.95562 0.93015
H -1.05280 1.30329 1.51268
H 0.45395 2.64105 2.93897
H 1.37193 1.38340 2.10514
H 2.57233 3.54186 1.98993
H 1.16532 4.29752 1.23517
H 2.83058 3.64833 -0.48492
H 2.78278 1.98090 0.09381
H 0.44822 3.52690 -1.11360
H 1.36307 2.24401 -1.91389
H -2.58534 -1.16098 -2.07207
H -0.94045 -1.18913 -1.42739
```

SMILES = O=C(NCCc1ccccc1Cl)[C@H]1CCC(=O)N(CC2CCCCC2)C1
Total charge = 0
F_max = 0.80 eV Å⁻¹
E = -1537.88048 hartree
HOMO level = -9.3 eV
Orbital gap = 10.0 eV
Energy relative to the best compared isomer or geometry (same formula, charge and spin) = 0.0 kcal per mole



Formula: C21H29CrN5O4PS3
Source: the Open Molecules 2025 dataset
Level of theory: ωB97M-V/def2-TZVPD

Geometry as XYZ:
```
64
Properties=species:S:1:pos:R:3
Cr -1.14994 0.01705 0.17871
C 1.64666 3.33543 -0.45837
C 1.15513 2.05756 -0.35754
N -0.16359 1.79986 -0.08948
C -0.99365 2.87369 0.03938
C -0.56787 4.21782 -0.04356
C 0.81138 4.44470 -0.28726
C -1.53227 5.24495 0.10325
C -2.86875 4.97220 0.28338
C -3.32156 3.64497 0.33713
C -4.67267 3.25290 0.44789
C -4.99084 1.92119 0.45158
C -3.97813 0.95189 0.37522
N -2.70614 1.28070 0.28277
C -2.36858 2.59752 0.23838
H 2.69930 3.46872 -0.67769
H 1.80711 1.20567 -0.49575
H 1.18517 5.45822 -0.35763
H -1.19744 6.27456 0.05241
H -3.58570 5.78062 0.37003
H -5.44459 4.01170 0.50605
H -6.02035 1.59468 0.50473
H -4.20468 -0.10476 0.37278
O -1.89678 -3.08280 -1.63524
S -2.56416 -1.83089 -1.31004
O -2.41461 -1.53896 0.17273
O -3.96011 -1.78411 -1.68709
S -1.55049 -0.30004 -2.16968
C 0.47421 -4.85898 -0.60777
N 0.62734 -3.85146 0.43598
C 1.00301 -4.29819 1.76968
C 0.38801 -2.58822 0.21204
N 0.30196 -1.44537 0.04596
H 1.45047 -5.14591 -1.00954
H -0.15725 -4.46436 -1.39796
H -0.00493 -5.73755 -0.17505
H 2.01807 -4.70606 1.76145
H 0.31370 -5.07857 2.09823
H 0.94338 -3.46687 2.46800
O 0.20659 -1.65444 3.52378
S -0.44114 -0.33147 3.37062
N -0.85667 0.14501 2.03697
C 5.15414 0.66019 -1.79936
C 4.90263 0.29037 -0.33702
P 3.34043 -0.71200 -0.14840
C 3.23910 -0.72032 1.69930
C 4.46755 -1.17112 2.48652
C 3.97807 -2.43380 -0.48468
C 3.52835 -2.90901 -1.86999
H 6.00655 1.33571 -1.89997
H 4.27684 1.14808 -2.22746
H 5.36068 -0.23166 -2.39540
H 4.74906 1.19996 0.25189
H 5.76522 -0.23837 0.07715
H 2.37899 -1.34045 1.95834
H 2.96388 0.30121 1.98125
H 4.83953 -2.13469 2.13255
H 4.20679 -1.28193 3.54136
H 5.27882 -0.44533 2.41656
H 3.55087 -3.08814 0.28131
H 5.06661 -2.47478 -0.39628
H 2.44480 -2.82281 -1.96693
H 3.81537 -3.94801 -2.05055
H 3.97046 -2.29453 -2.65616
```

Spin multiplicity = 5
Total charge = -1
F_max = 2.41 eV Å⁻¹
E = -3972.90026 hartree
HOMO level (spin up / spin down) = -2.2 / -5.2 eV
Orbital gap (spin up / spin down) = 4.8 / 7.8 eV
Energy relative to the best compared isomer or geometry (same formula, charge and spin) = 20.5 kcal per mole



Formula: C21H29F5O18
Source: the Open Molecules 2025 dataset
Level of theory: ωB97M-V/def2-TZVPD

Geometry as XYZ:
```
73
Properties=species:S:1:pos:R:3
O -1.36663 -3.91331 -7.36477
C -1.83572 -3.45200 -6.33763
O -1.38635 -3.76036 -5.08286
C -2.09543 -2.92640 -4.18862
C -3.32421 -2.59243 -4.96339
F -3.77319 -1.35721 -4.64664
O -2.87605 -2.57283 -6.29967
H -1.48865 -2.04489 -3.95596
H -2.32120 -3.45263 -3.25722
H -4.13393 -3.32222 -4.85727
O -1.62066 0.61352 2.11573
C -1.92260 -0.00870 3.12049
O -1.75458 0.46213 4.39390
C -2.34365 -0.49273 5.25366
C -2.30809 -1.73467 4.43023
F -3.35840 -2.53524 4.71938
O -2.46109 -1.26035 3.11171
H -3.36285 -0.17789 5.50164
H -1.77179 -0.59154 6.18026
H -1.37404 -2.30072 4.51183
O -0.60158 -4.50464 6.17483
C -1.07066 -4.04333 7.20197
O -0.62129 -4.35169 8.45674
C -1.33037 -3.51773 9.35098
C -2.55915 -3.18375 8.57622
F -3.00813 -1.94854 8.89297
O -2.11100 -3.16416 7.23993
H -0.72359 -2.63621 9.58364
H -1.55615 -4.04395 10.28238
H -3.36887 -3.91355 8.68234
O 1.21712 6.14283 -2.95673
C 1.50050 5.27742 -2.14518
O 0.60314 4.37809 -1.63780
C 1.34742 3.47576 -0.84420
C 2.55804 4.27306 -0.49718
F 3.64029 3.47376 -0.36488
O 2.74749 5.09346 -1.62764
H 1.58264 2.58308 -1.43343
H 0.78119 3.17283 0.04068
H 2.44379 4.89706 0.39562
O 3.73346 7.30631 -8.80635
C 3.43152 6.68409 -7.80159
O 3.59954 7.15492 -6.52818
C 3.01047 6.20005 -5.66843
C 3.04603 4.95812 -6.49185
F 1.99572 4.15755 -6.20270
O 2.89303 5.43244 -7.81037
H 1.99127 6.51490 -5.42044
H 3.58233 6.10124 -4.74182
H 3.98008 4.39207 -6.41025
C 2.09670 -0.41638 -1.62259
O 1.27739 0.55445 -0.84359
C 0.83378 -0.03052 0.43413
C -0.17855 -1.31115 0.29174
C 0.50823 -2.77660 0.55527
C 1.45848 -2.86508 1.89272
O 2.89186 -2.51616 1.62914
O -0.90442 -1.39505 -0.98721
C -1.81965 -0.25870 -1.18333
H 1.35050 -0.86974 -2.43619
H 2.48426 -1.31477 -0.97197
H 2.97535 0.10019 -2.19991
H 1.78595 -0.21419 1.08869
H 0.21162 0.82458 0.98623
H -1.01360 -1.18146 1.13505
H 1.14680 -3.18544 -0.36127
H -0.39492 -3.53384 0.74693
H 1.48100 -3.95643 2.37057
H 1.11852 -2.12330 2.75884
H 3.10414 -2.66179 0.65954
H -2.25737 -0.37084 -2.28837
H -2.69724 -0.23590 -0.37942
H -1.31397 0.79709 -1.14907
```

SMILES = O=C1OC[C@@H](F)O1.O=C1OC[C@@H](F)O1.O=C1OC[C@@H](F)O1.O=C1OC[C@@H](F)O1.O=C1OC[C@@H](F)O1.COC[C@H](CCO)OC
Total charge = 0
F_max = 3.41 eV Å⁻¹
E = -2671.14095 hartree
HOMO level = -9.7 eV
Orbital gap = 9.7 eV



Formula: C21H29F7I2O8S
Source: the Open Molecules 2025 dataset
Level of theory: ωB97M-V/def2-TZVPD

Geometry as XYZ:
```
68
Properties=species:S:1:pos:R:3
C 6.18493 -0.32846 -1.33412
C 5.56213 0.54871 -0.17601
C 4.14909 1.08353 -0.59195
C 2.95845 0.42010 0.19831
C 2.82622 -1.07890 -0.19692
C 1.45316 -1.59453 -0.76487
C 0.89905 -0.61073 -1.87975
C -0.35064 -1.18965 -2.57101
O -0.27740 -1.86978 -3.50774
F -1.59105 -0.94031 -2.06294
C 0.36193 -2.07362 0.24771
I -0.14684 -4.18581 0.50349
C -0.40465 -1.23839 1.01774
C -0.25912 0.28912 0.98472
I -1.97256 -1.93956 2.35919
C 1.86796 -2.88766 -1.61229
C 2.96352 -3.77836 -0.95389
O 3.09563 -3.73623 0.47517
S 3.37437 -2.25631 1.08039
O 4.78847 -2.17069 1.36690
O 2.65706 -2.00130 2.30704
H 6.30016 -1.39907 -1.06470
H 5.60016 -0.25614 -2.27859
H 7.19735 0.06135 -1.59262
H 5.60418 0.06142 0.81450
H 6.22504 1.44420 -0.10703
H 3.91469 0.90555 -1.66783
H 4.13337 2.18952 -0.45832
H 3.06155 0.58348 1.29833
H 2.07376 1.03686 -0.08128
H 3.55302 -1.19956 -1.04087
H 0.64024 0.39023 -1.49760
H 1.71921 -0.44593 -2.61234
H 0.72973 0.56784 1.40300
H -0.98414 0.72378 1.70453
H -0.49209 0.77004 0.01997
H 2.34787 -2.45394 -2.52616
H 0.98346 -3.42588 -2.00070
H 3.96668 -3.53200 -1.38310
H 2.78074 -4.83080 -1.26413
C -5.00646 0.16654 -2.09155
C -4.78852 -0.72698 -3.29476
O -5.67920 -0.36608 -4.36554
C -5.29252 0.65814 -5.12732
O -4.28265 1.28349 -4.98046
C -6.31090 0.89384 -6.24750
F -7.57768 0.84814 -5.79956
F -6.20057 -0.03993 -7.21065
F -6.14670 2.08505 -6.83354
H -6.05431 0.14762 -1.78598
H -4.38793 -0.15979 -1.25467
H -4.75887 1.20381 -2.32174
H -5.01844 -1.75946 -3.03388
H -3.75122 -0.70283 -3.63012
C -1.28651 2.52265 7.59242
C -1.02431 1.64584 6.38576
O -1.87985 2.01447 5.28955
C -1.47514 3.04957 4.55271
O -0.47571 3.68050 4.73920
C -2.45683 3.28909 3.40139
F -3.73803 3.23060 3.80021
F -2.30572 2.36313 2.43238
F -2.28748 4.48550 2.82891
H -2.34369 2.49476 7.86272
H -0.69486 2.18837 8.44500
H -1.03632 3.56376 7.38433
H -1.25795 0.60875 6.62378
H 0.02367 1.67933 6.08465
```

Total charge = 0
F_max = 3.48 eV Å⁻¹
E = -3112.09198 hartree
HOMO level = -9.0 eV
Orbital gap = 8.6 eV